1.
# C13H15NPbTe

A molecular structure, C13H15NPbTe at a distorted geometry (ωB97M-V with the def2-TZVPD basis set, OMol25).

```
31
Properties=species:S:1:pos:R:3
C 0.70080 -0.98444 -2.26107
C 0.56219 0.41034 -2.53089
C -0.81776 0.74970 -2.41074
C -1.53979 -0.44623 -2.05666
C -0.59226 -1.51543 -1.96577
Pb -0.37771 0.18166 0.52926
N 0.62958 -1.62299 1.62277
C 2.09165 1.00840 1.50489
C 1.90157 1.87331 0.46492
H -1.25271 1.72974 -2.57114
H 1.35727 1.08427 -2.83771
H -2.61373 -0.51358 -1.90153
H -0.82180 -2.55660 -1.75154
H 1.62178 -1.55381 -2.34258
H 2.44877 1.74875 -0.47540
H 2.83050 0.20502 1.43241
H 1.08145 -2.52568 1.86622
H 1.26458 2.76071 0.55830
H 1.59941 1.15290 2.47586
Te -2.62687 2.04867 1.10099
C -2.65147 0.59775 2.58203
C -2.76907 -0.82161 2.42465
C -2.91945 -1.61104 3.57652
C -2.89182 -1.02409 4.85739
C -2.65492 0.36025 4.99762
C -2.47985 1.17373 3.87481
H -2.70730 -1.28238 1.42229
H -3.06345 -2.68990 3.47841
H -3.06201 -1.63937 5.74225
H -2.62409 0.81239 5.98860
H -2.24983 2.24616 3.96134
```

Its calculated total energy is -27748.07673 eV. For the LUMO energy (alpha / beta), the calculation gives -0.4 / -2.7 eV. Its spin multiplicity is 1. The value obtained for the energy relative to the best compared isomer or geometry (same formula, charge and spin) is 42.4 kJ/mol. For the HOMO energy (alpha / beta), the calculation gives -7.18 / -7.13 eV.

Results of the Löwdin charge analysis, in e, for atoms 1 through 6: number 1, C, carries -0.194; number 2, C, carries -0.209; number 3, C, carries -0.251; number 4, C, carries -0.280; number 5, C, carries -0.226; number 6, Pb, carries 1.115



2.
# C6H4F3NS

A single C6H4F3NS molecule at a distorted geometry (ωB97M-V with the def2-TZVPD basis set, OMol25).

```
15
Properties=species:S:1:pos:R:3
F -3.91524 -0.06519 0.56001
C -3.11972 -0.23929 1.61919
F -3.42086 -1.39545 2.23488
F -3.44116 0.86211 2.38942
C -1.70502 -0.09654 1.12806
C -1.50083 0.13903 -0.19782
N -0.26608 0.04811 -0.70101
C 0.82260 -0.05923 0.13193
C 0.69028 -0.17628 1.47166
C -0.62989 -0.20277 2.09152
S -0.74984 -0.53860 3.65581
H -2.21443 0.29242 -1.05521
H -0.11554 0.50749 -1.58259
H 1.88291 -0.11428 -0.25240
H 1.39253 -0.30927 2.17988
```

Its calculated total energy is -26763.96443 eV. For the LUMO energy, the calculation gives 0.0 eV. Its spin multiplicity is 1. The structure (SMILES) is FC(F)(F)c1c[nH]ccc1=S. For the HOMO energy, the calculation gives -8.22 eV.

Results of the Löwdin charge analysis, in e, for atoms 1 through 6: number 1, F, carries 0.115; number 2, C, carries -0.587; number 3, F, carries 0.142; number 4, F, carries 0.095; number 5, C, carries -0.124; number 6, C, carries -0.023



3.
# C16H33Br8O

5 unconnected molecules or ions with the total composition C16H33Br8O (ωB97M-V with the def2-TZVPD basis set, OMol25).

```
58
Properties=species:S:1:pos:R:3
C -2.54549 -2.54365 4.10606
C -2.30397 -1.70715 2.84040
C -0.85818 -1.18949 2.67997
C -0.66827 0.08632 1.88577
C -0.66887 -0.19751 0.39275
C -0.13154 0.99604 -0.36287
O 0.13479 0.69659 -1.73811
C -0.05316 1.76860 -2.61688
C -0.23895 1.20923 -4.01487
H -1.65253 -2.54930 4.73973
H -3.36514 -2.14188 4.71126
H -2.79030 -3.58927 3.90023
H -2.95285 -0.82503 2.84513
H -2.58625 -2.29274 1.95867
H -0.27326 -2.03768 2.22925
H -0.43877 -1.06200 3.68840
H 0.32706 0.48588 2.14466
H -0.06651 -1.09099 0.09516
H -1.68381 -0.40435 0.01710
H -0.85037 1.82283 -0.31281
H 0.79782 1.34874 0.11086
H -0.92630 2.36169 -2.31168
H 0.81355 2.45607 -2.59509
H -0.25579 2.01140 -4.75897
H -1.17913 0.66297 -4.09857
H 0.57898 0.52726 -4.25499
Br -4.76640 1.36703 2.44075
C -3.22038 2.29247 1.70172
C -3.58208 2.95926 0.39919
Br -3.76339 1.70892 -1.08165
H -2.41139 1.52029 1.68123
H -2.95832 3.06219 2.42607
H -2.80283 3.65836 0.10065
H -4.53365 3.47918 0.46586
Br -0.09599 -5.25151 3.50373
C 1.46288 -4.80285 2.44241
C 2.67930 -4.55008 3.29413
Br 2.61396 -2.83083 4.19164
H 1.18985 -3.93549 1.84517
H 1.64475 -5.65979 1.79747
H 3.56328 -4.53128 2.66056
H 2.79352 -5.30224 4.06901
Br 3.89257 -4.18469 -0.32806
C 5.05170 -2.64623 -0.04321
C 4.45091 -1.63290 0.89744
Br 2.98040 -0.66688 0.10389
H 5.22433 -2.22187 -1.02770
H 5.97895 -3.04623 0.36051
H 5.20976 -0.89951 1.16427
H 4.06567 -2.09477 1.80271
Br -2.18728 4.17219 -5.86350
C -0.41608 4.72179 -6.42042
C 0.49327 4.97861 -5.24366
Br 0.05421 6.63202 -4.32613
H -0.53591 5.60986 -7.03363
H -0.01746 3.90750 -7.02175
H 1.52195 5.08219 -5.58066
H 0.42623 4.18807 -4.50167
```

Its calculated total energy is -579513.71959 eV. For the LUMO energy, the calculation gives 2.2 eV. Its spin multiplicity is 1. Its net charge is -1. For the HOMO energy, the calculation gives -1.68 eV.

Results of the Löwdin charge analysis, in e, for atoms 1 through 6: number 1, C, carries -0.150; number 2, C, carries -0.274; number 3, C, carries -0.323; number 4, C, carries -0.274; number 5, C, carries -0.309; number 6, C, carries -0.286



4.
# C5H14NO4

A gas-phase ion, C5H14NO4 (charge +1) at a distorted geometry (ωB97M-V with the def2-TZVPD basis set, OMol25).

```
24
Properties=species:S:1:pos:R:3
C -1.71062 0.20579 1.33473
O -0.52713 -0.50593 1.11735
C 0.37781 -0.04912 0.18873
N 1.49425 -1.05045 0.20568
O 0.85144 1.28570 0.30497
C 1.48977 1.74912 1.45848
C -0.25795 -0.13005 -1.44741
C -1.07328 -1.34742 -1.91387
O 1.06011 -0.12242 -2.31065
O -1.06396 0.98406 -1.59604
H -2.18248 0.63822 0.30840
H -1.69794 1.12046 1.95725
H -2.34099 -0.54695 1.83021
H 1.96664 -0.76091 1.01080
H 1.95825 -0.74897 -0.74555
H 1.26681 -2.03827 0.31075
H 2.57109 1.41760 1.51031
H 1.06112 1.34976 2.45256
H 1.46556 2.84781 1.54874
H -0.51516 -2.22346 -1.92202
H -1.35129 -1.15540 -2.89467
H -1.92006 -1.44214 -1.20971
H 0.76042 -0.49394 -3.18857
H -0.73451 1.72656 -1.14731
```

Its calculated total energy is -15083.38842 eV. For the LUMO energy, the calculation gives -3.2 eV. Its spin multiplicity is 1. The value obtained for the energy relative to the best compared isomer or geometry (same formula, charge and spin) is 348.7 kJ/mol. Its net charge is +1. The structure (SMILES) is COC([NH3+])(OC)C(C)(O)O. For the HOMO energy, the calculation gives -14.27 eV.

Results of the Löwdin charge analysis, in e, for atoms 1 through 6: number 1, C, carries -0.060; number 2, O, carries -0.070; number 3, C, carries -0.418; number 4, N, carries 0.308; number 5, O, carries -0.077; number 6, C, carries -0.070



5.
# C15H38Br2N3O11

6 unconnected molecules or ions with the total composition C15H38Br2N3O11 at a distorted geometry (ωB97M-V with the def2-TZVPD basis set, OMol25).

```
69
Properties=species:S:1:pos:R:3
O 0.99303 0.34256 -0.92416
C -0.06936 0.80092 -0.68095
Br -1.20964 -0.05513 0.61679
C -0.51084 2.08516 -1.35434
N -1.90328 2.51386 -1.18842
Br -2.17804 4.22335 -0.52180
C -2.92557 1.78687 -1.56028
N -4.21542 2.09096 -1.30244
C -5.02117 1.00886 -1.96385
C -4.01177 -0.12249 -1.96080
N -2.73465 0.62071 -2.28264
H 0.13287 2.86623 -0.96428
H -0.29535 1.99383 -2.41555
H -4.38558 2.19813 -0.29715
H -5.24621 1.34557 -2.97083
H -5.91129 0.82633 -1.37660
H -4.18173 -0.94220 -2.64771
H -3.90650 -0.45280 -0.93238
H -2.76868 0.86606 -3.27672
C -2.22316 -2.79970 -4.54295
C -0.90857 -2.28023 -5.07995
O -0.60492 -1.04241 -4.41835
O -3.23790 -1.81666 -4.72291
H -2.53443 -3.70818 -5.05573
H -2.11599 -3.02301 -3.47233
H -0.99601 -2.03964 -6.13762
H -0.10709 -3.00993 -4.94578
H -0.37709 -1.25744 -3.50668
H -2.78504 -0.97338 -4.60285
C 2.62794 -2.28914 0.45339
C 2.23702 -1.99502 1.88487
O 3.33922 -2.20892 2.75900
O 3.08222 -3.62156 0.30563
H 1.77399 -2.15713 -0.21214
H 3.42027 -1.59308 0.14399
H 1.45576 -2.68357 2.20682
H 1.86943 -0.96669 1.98263
H 3.98148 -1.50515 2.60518
H 3.59223 -3.83044 1.09912
C -5.28630 1.76623 4.09886
C -4.43762 1.72254 2.85070
O -4.88562 2.67682 1.87219
O -6.64671 1.51126 3.80483
H -4.95244 1.00390 4.80174
H -5.18917 2.74934 4.57903
H -4.53497 0.75006 2.36567
H -3.38366 1.90171 3.08453
H -4.69591 3.56193 2.20359
H -6.85791 1.96567 2.98102
C 4.23886 0.01483 6.62192
C 4.03364 -0.55257 5.23681
O 4.25159 0.46236 4.24297
O 3.36614 1.10884 6.85558
H 4.02776 -0.74350 7.37538
H 5.28052 0.34264 6.74233
H 3.00293 -0.87354 5.10850
H 4.68947 -1.40692 5.05248
H 5.19253 0.67009 4.22943
H 3.32683 1.60763 6.03057
C 4.50916 0.58803 -2.26780
C 4.46345 -0.19595 -3.56114
O 5.58165 -1.07332 -3.65135
O 5.70769 1.33225 -2.16201
H 3.67766 1.29329 -2.21585
H 4.43156 -0.10384 -1.41715
H 4.54956 0.48286 -4.40867
H 3.52421 -0.75378 -3.64694
H 5.46645 -1.78532 -3.01239
H 6.40850 0.78098 -2.53406
```

Its calculated total energy is -183239.29438 eV. For the LUMO energy, the calculation gives -4.3 eV. Its spin multiplicity is 1. Its net charge is +1. For the HOMO energy, the calculation gives -11.80 eV.

Results of the Löwdin charge analysis, in e, for atoms 1 through 6: number 1, O, carries 0.061; number 2, C, carries -0.777; number 3, Br, carries 0.815; number 4, C, carries -0.176; number 5, N, carries -0.428; number 6, Br, carries 0.940



6.
# C34H47BrN3OSb2V

A molecular structure, C34H47BrN3OSb2V (ωB97M-V with the def2-TZVPD basis set, OMol25).

```
89
Properties=species:S:1:pos:R:3
V -1.15934 -1.29572 -1.57512
C 4.79226 -0.16608 3.37928
Sb 3.39201 0.38270 1.82430
C 1.71239 0.29133 3.15455
C 3.85819 2.52267 2.00470
C 2.90701 3.29249 2.86168
C 3.05410 3.23909 4.24813
C 2.17691 3.87989 5.10548
C 1.12085 4.60619 4.57135
C 0.97826 4.68893 3.19723
C 1.85656 4.05050 2.31661
C 1.61420 4.15815 0.84918
Sb 0.55781 2.36134 0.10304
C 0.10600 3.28353 -1.78297
C -1.25903 2.96877 1.05420
H 4.62302 0.44595 4.26531
H 5.81408 -0.01868 3.02907
H 4.66308 -1.21561 3.64261
H 2.01914 0.59204 4.15525
H 1.33457 -0.73076 3.17129
H 0.91574 0.95028 2.81241
H 3.92698 2.92136 0.99588
H 4.86006 2.52999 2.43871
H 3.88306 2.67045 4.65792
H 2.31677 3.81501 6.17710
H 0.41394 5.10817 5.21999
H 0.15896 5.26340 2.77968
H 2.53787 4.24704 0.27569
H 0.99421 5.02949 0.63316
H -0.26011 4.29688 -1.61504
H -0.66413 2.68019 -2.25998
H 0.98851 3.32635 -2.42200
H -1.39655 4.04185 0.91483
H -1.23608 2.73087 2.11654
H -2.07760 2.42042 0.59328
C -3.48585 0.84247 -1.47993
C -2.47621 0.06371 -0.66750
O -1.14375 0.45415 -0.95250
C -2.78529 -0.16708 0.74363
C -1.77540 -0.32039 1.71057
C -2.07416 -0.57569 3.03573
C -3.39388 -0.69697 3.46062
C -4.40551 -0.54548 2.52415
C -4.11111 -0.27662 1.19601
H -3.10503 0.98950 -2.49166
H -3.70531 1.83155 -1.04788
H -4.44028 0.31860 -1.57478
H -0.74213 -0.23866 1.39720
H -1.26544 -0.67927 3.75058
H -3.62637 -0.90057 4.49830
H -5.44224 -0.62814 2.83169
H -4.92690 -0.14818 0.49568
C -0.67456 -2.82379 -0.18892
H -1.54667 -3.20692 0.35164
H 0.03299 -2.45042 0.56411
H -0.18945 -3.68156 -0.68194
N -2.25920 -1.05347 -4.16498
C -2.48027 -1.86072 -3.31787
Br -4.43367 -6.73777 -0.20015
C -3.86943 -5.22826 -1.20866
C -4.45863 -3.98741 -0.97192
C -4.04589 -2.88821 -1.68877
C -3.02733 -3.00783 -2.66084
C -2.46826 -4.28205 -2.90077
C -2.88396 -5.37937 -2.17086
H -5.22535 -3.88460 -0.21617
H -4.46999 -1.91575 -1.48350
H -1.70051 -4.39272 -3.65609
H -2.44686 -6.35253 -2.35109
C 0.92182 -0.12522 -3.42335
C 2.24162 -0.14381 -4.22895
N 3.12306 -1.20801 -3.74113
C 2.49029 -2.49866 -4.02223
C 1.04145 -2.52156 -3.47633
N 0.83696 -1.35280 -2.60063
C 1.91060 -1.31857 -1.58779
C 3.26425 -1.06331 -2.28824
H 0.04002 -0.08354 -4.06471
H 0.87390 0.72246 -2.73806
H 2.76571 0.81064 -4.14426
H 2.05344 -0.32432 -5.28986
H 3.09903 -3.27707 -3.55654
H 2.50391 -2.66918 -5.10092
H 0.83941 -3.42329 -2.89517
H 0.30255 -2.45884 -4.27699
H 1.89353 -2.27094 -1.05825
H 1.67464 -0.53694 -0.86316
H 4.02611 -1.76194 -1.93677
H 3.62593 -0.05313 -2.08319
```

The expectation value of S² is 3.810. Its calculated total energy is -151342.21111 eV. For the LUMO energy (alpha / beta), the calculation gives 2.4 / 2.4 eV. Its spin multiplicity is 4. The value obtained for the energy relative to the best compared isomer or geometry (same formula, charge and spin) is 69.6 kJ/mol. Its net charge is -1. For the HOMO energy (alpha / beta), the calculation gives -2.72 / -3.64 eV.

Results of the Löwdin charge analysis, in e, for atoms 1 through 6: number 1, V, carries 0.759; number 2, C, carries -0.372; number 3, Sb, carries 1.273; number 4, C, carries -0.346; number 5, C, carries -0.343; number 6, C, carries -0.302